Model i:
Here is 7 unconnected molecules or ions with the total composition C7H28N14O7 from the Open Molecules 2025 dataset. Energies are from ωB97M-V with the def2-TZVPD basis set.

The geometry in ORCA input format:
```
! wB97M-V def2-TZVPD RIJCOSX def2/J DEFGRID3
* xyz 0 1
C -0.19281 -4.51726 -3.69768
O -0.60754 -5.57343 -3.24094
N -0.34471 -3.41536 -2.91539
N 0.33252 -4.24973 -4.94332
H -0.16045 -3.55918 -1.93189
H 0.00316 -2.55064 -3.28535
H 0.28280 -4.95809 -5.66640
H 1.32361 -4.23817 -4.85273
C 1.47844 3.07733 -1.81797
O 1.05772 3.77365 -0.88486
N 2.55845 2.21218 -1.56715
N 0.86271 3.04049 -3.06067
H 2.93513 1.84890 -2.44301
H 3.24513 2.48453 -0.85592
H 1.59314 3.04821 -3.78194
H 0.01445 3.59986 -3.18197
C 2.85532 2.09733 1.50377
O 3.77083 2.66012 0.89869
N 1.58218 2.62941 1.68683
N 3.03728 0.82624 2.08072
H 0.84953 1.95321 1.87301
H 1.21197 3.30531 0.97280
H 2.43928 0.63292 2.92766
H 3.88017 0.28743 2.09101
C -3.99054 -0.93307 1.66570
O -4.14249 -1.18186 0.50704
N -4.62699 0.13472 2.28073
N -3.03587 -1.54312 2.39419
H -5.53871 0.35243 1.77754
H -4.81146 0.04324 3.28263
H -2.39080 -2.05512 1.82398
H -2.66938 -1.06179 3.20430
C 2.86956 -2.34197 2.27274
O 3.83752 -1.98017 2.97843
N 1.68944 -2.92266 2.66694
N 2.95738 -2.09906 0.92628
H 0.93141 -2.76946 1.97850
H 1.45693 -2.92736 3.67456
H 3.90283 -1.88147 0.67158
H 2.42467 -2.61478 0.24531
C -2.31294 2.90313 -0.03239
O -1.82612 1.94910 -0.58542
N -1.72022 4.10151 -0.11061
N -3.45117 2.83891 0.71138
H -2.20478 4.97971 0.10160
H -0.91611 4.18750 -0.68396
H -3.64467 3.63272 1.30790
H -3.75122 1.94706 1.14709
C -0.24936 -1.14912 0.05627
O 0.05115 -2.28062 0.37799
N -1.35749 -0.85600 -0.61648
N 0.53057 -0.08311 0.51260
H -2.13581 -1.52579 -0.72940
H -1.64114 0.12605 -0.64966
H 1.50722 -0.25095 0.76577
H 0.25026 0.84611 0.16956
*
```

Computed properties:
LUMO energy ... 0.23 eV
SMILES string ... NC(N)=O.NC(N)=O.NC(N)=O.NC(N)=O.NC(N)=O.NC(N)=O.NC(N)=O

***

Model ii:
Here is a molecular structure, C7H28N14O7 from the Open Molecules 2025 dataset. Energies are from ωB97M-V with the def2-TZVPD basis set.

The geometry in ORCA input format:
```
! wB97M-V def2-TZVPD RIJCOSX def2/J DEFGRID3
* xyz 0 1
C 3.20542 -2.06525 1.76333
O 3.72229 -0.98251 1.47338
N 3.87075 -3.02616 2.29574
N 2.02699 -2.43762 1.41256
H 3.79469 -3.99764 2.03014
H 4.80441 -2.83762 2.63160
H 1.53116 -1.89954 0.71634
H 1.99975 -3.42270 1.63390
C 2.84991 1.34983 1.23721
O 2.75483 2.57577 1.28494
N 3.51596 0.67865 0.35682
N 2.35970 0.52340 2.16746
H 4.00458 1.08368 -0.42887
H 3.56099 -0.32977 0.39045
H 2.44463 -0.48242 2.20214
H 1.85942 0.92358 2.94827
C 0.15469 -0.57467 0.21674
O 1.15550 -0.79382 0.81311
N -0.82170 -0.04459 0.86122
N -0.00832 -0.71001 -1.12841
H -1.72771 0.07878 0.43223
H -0.70937 0.06610 1.85884
H -0.76308 -0.20376 -1.56902
H 0.79025 -0.88061 -1.72278
C 0.75247 1.62473 -3.79752
O 1.68804 2.34028 -3.71730
N 0.70576 0.50154 -3.15123
N -0.24405 2.01100 -4.60772
H 1.51381 0.21030 -2.61987
H -0.09339 -0.11583 -3.13351
H -1.06248 1.45832 -4.81944
H 0.00844 2.86140 -5.09059
C -2.72859 -0.38293 3.06255
O -2.11298 -0.75718 2.08363
N -3.39909 -1.21349 3.82614
N -2.89264 0.96043 3.38577
H -3.65326 -0.88914 4.74826
H -3.40365 -2.19180 3.57519
H -3.07911 1.30070 4.31827
H -2.36699 1.49436 2.70849
C -0.94355 -1.48869 -3.34744
O -1.21428 -0.30089 -3.13543
N 0.05609 -1.89178 -4.11367
N -1.61184 -2.51099 -2.93019
H 0.55263 -1.22599 -4.68836
H 0.36325 -2.85390 -4.10500
H -2.27412 -2.20681 -2.23094
H -1.51195 -3.47822 -3.20329
C -2.07761 3.24848 1.19625
O -1.23164 3.80262 1.89887
N -2.09966 1.96994 1.02556
N -3.11672 3.87020 0.63156
H -2.88506 1.68808 0.45653
H -1.26544 1.44711 1.25103
H -3.04997 4.87555 0.56144
H -3.69819 3.25149 0.08459
*
```

Computed properties:
LUMO energy ... -0.24 eV

***

So which one is most stable? That would be model i, about 0.5995 hartree below the next structure.

***

Model i:
Here is a single C4H6OS molecule from the Open Molecules 2025 dataset. Energies are from ωB97M-V with the def2-TZVPD basis set.

The geometry in ORCA input format:
```
! wB97M-V def2-TZVPD RIJCOSX def2/J DEFGRID3
* xyz 0 1
C -0.25734 -1.53654 -0.73496
C 0.53534 0.30261 0.95834
C 0.02610 1.66519 0.62212
C -0.12718 0.57455 -0.28053
H -0.60187 -2.27353 -0.05508
H -0.04637 -1.85184 -1.78319
H -0.31574 -0.22514 1.58160
H 0.74169 2.41358 0.01368
H -0.94534 2.05180 1.00313
H 0.54202 0.52460 -1.07643
O -1.02778 -0.40620 -0.53579
S 1.47646 -1.23906 0.28711
*
```

Computed properties:
LUMO energy ... 0.67 eV
SMILES string ... C1O[C@H]2C[C@@H]2S1

***

Model ii:
Here is 2 unconnected molecules or ions with the total composition C4H6OS from the Open Molecules 2025 dataset. Energies are from ωB97M-V with the def2-TZVPD basis set.

The geometry in ORCA input format:
```
! wB97M-V def2-TZVPD RIJCOSX def2/J DEFGRID3
* xyz 0 1
C -2.49170 1.06960 0.21480
C -1.33919 0.56909 -0.00160
C 1.34608 -1.31226 0.15020
C 0.93283 0.89470 -0.44399
O 1.30976 -0.29983 -0.84301
S -2.51669 -0.81857 -0.02556
H -3.25085 1.77831 0.42859
H 2.22876 -1.20705 0.78644
H 1.37629 -2.26581 -0.37299
H 0.44233 -1.25534 0.76220
H 1.10952 1.21972 0.57187
H 0.85287 1.62742 -1.22693
*
```

Computed properties:
LUMO energy ... -0.03 eV

***

Model iii:
Here is a single C4H6OS molecule from the Open Molecules 2025 dataset. Energies are from ωB97M-V with the def2-TZVPD basis set.

The geometry in ORCA input format:
```
! wB97M-V def2-TZVPD RIJCOSX def2/J DEFGRID3
* xyz 0 1
C -0.95828 -0.86351 -1.72102
C 0.13540 1.45556 0.97178
C -1.13941 0.11087 -0.79640
C -0.21471 0.45266 0.25559
O 0.58448 -1.00124 0.83373
S 1.66169 -1.22427 1.97926
H -1.50364 -0.70636 -2.65304
H 0.00937 -1.48428 -1.49768
H 0.77569 1.28120 1.78011
H -0.14758 2.41740 0.48471
H -1.97846 0.77670 -0.92945
H 2.77547 -1.21472 1.29241
*
```

Computed properties:
LUMO energy ... 0.21 eV
SMILES string ... C=CC(=C)OS

***

So which one is most stable? That would be model iii, about 0.0453 hartree below the next structure.

***

Model i:
Here is a single C4H6OS molecule from the Open Molecules 2025 dataset. Energies are from ωB97M-V with the def2-TZVPD basis set.

The geometry in ORCA input format:
```
! wB97M-V def2-TZVPD RIJCOSX def2/J DEFGRID3
* xyz 0 1
C -2.14676 -0.95667 -0.03539
C -0.41453 0.97817 -0.24907
C 1.90722 0.12498 -0.00201
C 0.42647 0.14536 0.35178
O -1.22442 -1.69856 -0.06344
S -2.10285 0.81412 0.14032
H -3.18420 -1.46725 -0.09601
H -0.24842 1.76050 -1.06817
H 2.53537 0.94287 0.63407
H 1.95402 0.43093 -1.02817
H 2.37619 -0.93575 0.08283
H 0.12189 -0.13872 1.33327
*
```

Computed properties:
LUMO energy ... 0.80 eV
SMILES string ... C/C=C/SC=O

***

Model ii:
Here is a single C4H6OS molecule from the Open Molecules 2025 dataset. Energies are from ωB97M-V with the def2-TZVPD basis set.

The geometry in ORCA input format:
```
! wB97M-V def2-TZVPD RIJCOSX def2/J DEFGRID3
* xyz 0 1
C -1.16306 -0.27100 -0.13804
C 1.28054 -0.44833 0.59456
C 1.29896 0.45650 -0.60297
C 0.09091 0.48137 0.25312
O -3.70204 -0.66678 -0.07106
S -2.66286 0.24111 0.41071
H -1.04705 -0.85823 -1.07688
H 0.92904 -1.48513 0.35955
H 1.98120 -0.03134 1.43751
H 1.95571 1.27318 -0.46693
H 1.31998 0.14262 -1.70179
H -0.28132 1.16602 1.00223
*
```

Computed properties:
LUMO energy (alpha / beta) ... -0.22 / -0.22 eV

***

So which one is most stable? That would be model i, about 0.0468 hartree below the next structure.

***

Model i:
Here is a single C4H6OS molecule from the Open Molecules 2025 dataset. Energies are from ωB97M-V with the def2-TZVPD basis set.

The geometry in ORCA input format:
```
! wB97M-V def2-TZVPD RIJCOSX def2/J DEFGRID3
* xyz 0 1
C 1.51519 0.01069 -0.07450
C 0.04436 -0.22618 0.20713
C -0.80652 0.73655 -0.13210
C -2.18975 0.45529 -0.11151
H 1.91036 -1.72433 0.45068
H 1.90786 0.56947 0.77234
H 1.63487 0.62343 -0.93920
H -0.12490 -1.13932 0.76020
H -0.36286 1.63686 -0.48055
H -2.85255 1.31074 0.01386
O 2.16180 -1.19646 -0.32404
S -2.83785 -1.05673 -0.14230
*
```

Computed properties:
LUMO energy ... -0.79 eV
SMILES string ... OC/C=C/C=S

***

Model ii:
Here is 2 unconnected molecules or ions with the total composition C4H6OS from the Open Molecules 2025 dataset. Energies are from ωB97M-V with the def2-TZVPD basis set.

The geometry in ORCA input format:
```
! wB97M-V def2-TZVPD RIJCOSX def2/J DEFGRID3
* xyz 0 1
C 1.18417 0.80704 0.32676
C -1.14405 -0.29145 -0.10825
C -0.42253 -1.36146 0.26695
C 0.37936 1.33434 -0.69098
O 1.98126 -0.16003 0.20653
S -2.63281 0.11158 -0.36651
H 1.05066 1.26655 1.36793
H -0.13827 -1.18058 1.24277
H -0.85041 -2.39208 0.21976
H 0.53132 -1.28276 -0.24491
H 0.29118 0.95980 -1.70335
H -0.22987 2.18905 -0.51671
*
```

Computed properties:
LUMO energy (alpha / beta) ... -0.56 / -0.56 eV

***

So which one is most stable? That would be model i, about 0.0672 hartree below the next structure.